(1)
Computed, not measured: the molecule C3H5NO2 in a non-equilibrium geometry, with ωB97M-V/def2-TZVPD.

Geometry (Å):
O1 -0.49 1.63 -0.69
O2 -2.96 -0.07 0.04
N1 1.70 -0.30 -0.30
C1 0.49 -0.37 0.35
C2 -0.58 0.48 0.06
C3 -1.79 -0.24 0.31
H1 -1.24 -1.28 0.65
H2 0.27 2.13 -0.35
H3 0.58 -0.91 1.29
H4 1.66 -0.04 -1.28
H5 2.37 -1.03 -0.09

Results
- Spin multiplicity: 1
- LUMO level: 0.4 eV
- Relative energy (zero: lowest compared OMol25 entry of this formula, charge and spin): 62.2 kcal/mol
- Charge: 0
- DFT total energy: -322.475136 Ha
- SMILES: N/C=C(\O)C=O



(2)
Computed, not measured: a structure of composition C28H25ClHoNP in a non-equilibrium geometry, with ωB97M-V/def2-TZVPD.

Geometry (Å):
Ho1 -2.43 -0.21 -0.69
Cl1 -2.30 2.13 -1.45
P1 0.97 0.00 0.26
N1 -0.52 -0.43 0.12
C1 -2.61 -0.72 -3.15
C2 0.34 3.40 2.43
C3 2.18 -1.21 0.85
C4 2.50 1.30 -3.88
C5 -3.17 -1.07 2.06
C6 0.22 2.34 1.52
C7 4.05 -3.01 1.89
C8 1.37 0.48 -3.74
C9 -2.88 0.34 2.07
C10 2.60 2.68 2.96
C11 3.20 1.74 -2.75
C12 4.19 -2.54 0.58
C13 -4.32 -1.65 -1.90
C14 2.75 1.38 -1.47
C15 1.65 0.53 -1.34
C16 1.27 1.42 1.37
C17 -2.15 -1.96 -2.64
C18 -3.20 -2.54 -1.85
C19 -4.81 0.02 0.81
C20 3.25 -1.65 0.05
C21 2.03 -1.70 2.15
C22 1.53 3.58 3.14
C23 2.46 1.60 2.09
C24 -3.96 -0.52 -2.70
C25 -3.88 1.01 1.30
C26 2.97 -2.59 2.67
C27 0.97 0.07 -2.48
C28 -4.36 -1.27 1.29
H1 4.08 2.36 -2.85
H2 -2.07 -0.05 -3.82
H3 3.29 0.89 1.97
H4 5.04 -2.86 -0.04
H5 1.19 -1.36 2.77
H6 -5.30 -1.84 -1.48
H7 -3.95 2.08 1.11
H8 3.37 -1.28 -0.97
H9 0.79 0.15 -4.61
H10 -5.70 0.21 0.23
H11 -2.60 -1.85 2.56
H12 -2.05 0.81 2.58
H13 -0.50 4.08 2.57
H14 -4.60 0.33 -2.94
H15 4.79 -3.71 2.30
H16 -3.18 -3.52 -1.38
H17 0.11 -0.60 -2.35
H18 3.26 1.76 -0.58
H19 -4.87 -2.21 1.14
H20 -0.68 2.23 0.90
H21 1.64 4.41 3.83
H22 3.53 2.82 3.50
H23 2.83 1.59 -4.87
H24 -1.19 -2.43 -2.85
H25 2.85 -2.96 3.70

Results
- Spin multiplicity: 5
- LUMO level (alpha / beta): 2.7 / 2.7 eV
- Expectation value of S²: 6.00
- Charge: -1
- DFT total energy: -2886.518618 Ha



> The highest DFT total energy belongs to which entry?

C3H5NO2



> Among the records above, which one has the highest spin multiplicity?

C28H25ClHoNP



> Number 2 is which compound?

C28H25ClHoNP



> Which value of charge does entry 2 give?

-1